i | An isolated molecule of C6H17N3, computed with ωB97M-V/def2-TZVPD.

```
26
Properties=species:S:1:pos:R:3
C 0.750 -1.591 0.752
C 1.107 1.639 -0.201
C -0.218 1.226 -2.139
C 1.770 -1.827 1.862
N 0.221 0.703 -0.869
H 1.263 -1.307 -0.168
H 0.195 -2.525 0.564
H 1.358 1.244 0.779
H 2.016 1.734 -0.792
H 0.665 2.640 -0.086
H -0.733 0.457 -2.709
H -0.877 2.100 -2.057
H 0.665 1.533 -2.694
H 2.327 -0.916 2.063
H 1.270 -2.129 2.780
H 2.466 -2.609 1.577
C -1.735 -0.807 -0.752
C -0.819 0.163 0.016
N -1.680 1.153 0.648
N -0.114 -0.481 1.112
H -1.146 1.705 1.304
H -2.078 1.771 -0.044
H -0.783 -0.751 1.824
H -1.145 -1.480 -1.367
H -2.442 -0.264 -1.374
H -2.303 -1.384 -0.028
```

Computed properties:
- 2S+1 = 1
- net charge = 0
- SMILES string = CCN[C@@](C)(N)N(C)C
- E_LUMO (eV) = 1.03
- E_HOMO (Ha) = -0.307

---

ii | A cluster of 2 separate species, C6H17N3 in total, computed with ωB97M-V/def2-TZVPD.

```
26
Properties=species:S:1:pos:R:3
C 0.541 0.975 0.425
C 0.594 -0.361 1.093
C 0.833 2.227 1.216
C 1.072 -0.445 2.535
C 1.028 -1.579 0.291
N -0.742 0.190 0.907
N 0.864 1.100 -0.933
H -1.285 -0.395 0.282
H 0.554 1.987 -1.313
H 0.466 0.362 -1.512
H 0.155 2.278 2.064
H 0.686 3.112 0.598
H 1.863 2.221 1.580
H 0.605 0.324 3.143
H 0.661 -1.550 -0.732
H 2.156 -0.336 2.590
H 0.800 -1.415 2.949
H 0.632 -2.478 0.765
H 2.116 -1.649 0.266
C -1.952 -1.214 -2.438
N -1.602 0.161 -2.105
H -1.892 0.783 -2.854
H -2.077 0.461 -1.250
H -3.027 -1.383 -2.574
H -1.609 -1.876 -1.635
H -1.441 -1.500 -3.358
```

Computed properties:
- 2S+1 = 1
- net charge = 0
- SMILES string = CC1(C)N[C@]1(C)N.CN
- E_LUMO (eV) = 0.95
- E_HOMO (Ha) = -0.292

---

iii | A cluster of 2 separate species, C6H17N3 in total, computed with ωB97M-V/def2-TZVPD.

```
26
Properties=species:S:1:pos:R:3
C 1.097 0.298 0.425
C -0.049 -0.727 -2.198
C 0.761 0.562 1.894
C 2.024 -0.907 0.320
C 1.736 1.534 -0.200
C -3.212 -0.550 0.616
N -1.528 0.370 -0.749
N -0.942 0.218 -1.941
N -2.106 -0.826 -0.281
H -0.079 0.245 -0.041
H -0.810 1.119 -2.389
H -1.393 -1.404 0.162
H 0.630 -0.581 -3.019
H -0.165 -1.696 -1.749
H 1.667 0.792 2.464
H 2.345 -1.086 -0.705
H 2.036 1.338 -1.229
H 0.075 1.403 1.994
H 0.301 -0.311 2.360
H 2.940 -0.744 0.897
H 1.556 -1.811 0.714
H 2.619 1.849 0.364
H 1.033 2.369 -0.211
H -3.623 -1.499 0.957
H -3.975 -0.011 0.058
H -2.937 0.056 1.488
```

Computed properties:
- 2S+1 = 1
- net charge = 0
- E_LUMO (eV) = 0.76
- E_HOMO (Ha) = -0.271

---

Which of them is the most stable, and which is the least stable? i and iii, in that order.

---

i | An isolated molecule of C4H8OS, computed with ωB97M-V/def2-TZVPD.

```
14
Properties=species:S:1:pos:R:3
C 1.001 -0.979 -0.557
C 0.684 -0.140 0.760
C -0.628 0.525 0.816
C -1.511 0.904 -0.283
H 1.366 -0.335 -2.408
H 1.995 -1.258 -0.188
H 0.326 -1.735 -0.649
H 0.747 -0.849 1.641
H 1.367 0.663 1.270
H -0.931 1.042 1.806
H -2.025 1.897 0.067
H -0.990 0.822 -1.224
O 0.879 -0.063 -1.543
S -2.279 -0.493 0.492
```

Computed properties:
- 2S+1 = 1
- net charge = 0
- SMILES string = OCC[C@H]1CS1
- E_LUMO (eV) = 0.67
- E_HOMO (Ha) = -0.308

---

ii | An isolated molecule of C4H8OS, computed with ωB97M-V/def2-TZVPD.

```
14
Properties=species:S:1:pos:R:3
C -0.583 -0.954 2.010
C 0.373 -0.975 -0.137
C 0.115 -0.825 -1.560
C 0.895 0.289 -0.749
H -0.604 -1.828 2.630
H -1.405 -0.288 2.402
H 0.301 -0.352 2.226
H 1.125 -1.753 0.070
H -0.827 -0.598 -1.965
H 0.705 -1.485 -2.221
H 1.986 0.337 -0.745
H 0.460 2.635 -1.116
O -0.744 -1.155 0.645
S -0.037 1.710 -0.239
```

Computed properties:
- 2S+1 = 1
- net charge = 0
- SMILES string = CO[C@H]1C[C@H]1S
- E_LUMO (eV) = 0.84
- E_HOMO (Ha) = -0.322

---

iii | An isolated molecule of C4H8OS, computed with ωB97M-V/def2-TZVPD.

```
14
Properties=species:S:1:pos:R:3
C -0.442 -0.601 -0.408
C -0.185 0.528 0.512
C 0.074 -1.929 0.073
C -0.098 1.954 0.009
O -2.954 0.491 -0.595
S -2.118 -0.310 0.268
H -0.256 -0.524 -1.569
H 0.369 0.111 1.410
H 0.043 -2.586 -0.728
H -0.638 -2.303 0.745
H 1.095 -1.722 0.499
H -0.704 2.140 -0.847
H 0.958 2.193 -0.111
H -0.295 2.642 0.878
```

Computed properties:
- 2S+1 = 1
- net charge = 0
- E_LUMO (eV) = 0.87
- E_HOMO (Ha) = -0.311

---

Which of them is the most stable, and which is the least stable? ii and i, in that order.

---

i | A structure of composition C34H39N2SeTc, computed with ωB97M-V/def2-TZVPD.

```
77
Properties=species:S:1:pos:R:3
Tc -0.151 -0.253 -0.389
C 1.303 -1.195 3.234
C 1.132 0.292 2.920
C 0.750 1.081 4.174
C 2.373 0.868 2.265
C 3.569 0.878 2.972
C 4.718 1.429 2.429
C 4.675 1.949 1.149
C 3.506 1.944 0.390
C 3.634 2.469 -1.042
C 2.816 1.761 -2.126
C 3.449 3.990 -1.126
C 2.340 1.426 0.977
N 1.111 1.455 0.268
C 0.543 2.593 0.042
C -0.638 2.649 -0.736
C -1.356 3.733 -1.242
C -2.333 3.185 -2.067
C -2.171 1.786 -2.037
N -1.149 1.462 -1.226
C -2.994 0.811 -2.852
C -4.474 0.965 -2.471
C -2.590 -0.647 -2.652
C -2.822 1.164 -4.338
H 0.362 -1.605 3.611
H 2.074 -1.354 3.994
H 1.575 -1.744 2.332
H 0.312 0.373 2.208
H 1.532 1.017 4.936
H -0.171 0.682 4.603
H 0.595 2.138 3.943
H 3.597 0.451 3.967
H 5.643 1.438 2.992
H 5.581 2.348 0.703
H 4.679 2.272 -1.295
H 1.783 2.108 -2.169
H 2.805 0.680 -1.984
H 3.268 1.967 -3.100
H 2.391 4.258 -1.134
H 3.887 4.374 -2.052
H 3.927 4.496 -0.285
H 0.978 3.515 0.433
H -1.170 4.777 -1.038
H -3.076 3.726 -2.635
H -4.622 0.725 -1.416
H -5.091 0.289 -3.069
H -4.823 1.987 -2.639
H -2.689 -0.951 -1.610
H -1.551 -0.821 -2.944
H -3.227 -1.286 -3.271
H -3.174 2.175 -4.549
H -3.389 0.465 -4.960
H -1.770 1.103 -4.624
Se 1.830 -1.755 -0.733
C 1.195 -3.473 -1.287
C -0.157 -3.811 -1.317
C -0.560 -5.084 -1.701
C 0.374 -6.043 -2.069
C 1.724 -5.712 -2.047
C 2.129 -4.442 -1.660
H -0.884 -3.057 -1.035
H -1.617 -5.326 -1.715
H 0.056 -7.034 -2.369
H 2.468 -6.447 -2.332
H 3.184 -4.192 -1.640
C -1.240 -0.994 0.690
C -2.105 -1.302 1.805
C -2.459 -0.309 2.729
C -3.291 -0.598 3.801
C -3.790 -1.882 3.976
C -3.452 -2.874 3.064
C -2.621 -2.589 1.992
H -2.079 0.695 2.583
H -3.552 0.185 4.504
H -4.439 -2.107 4.814
H -3.837 -3.879 3.192
H -2.350 -3.364 1.285
```

Computed properties:
- 2S+1 = 2
- net charge = -1
- E_LUMO (spin up / spin down) (eV) = 2.80 / 2.79
- E_HOMO (spin up / spin down) (Ha) = -0.124 / -0.128

---

ii | A structure of composition C34H39N2SeTc, computed with ωB97M-V/def2-TZVPD.

```
77
Properties=species:S:1:pos:R:3
Tc 0.080 -0.332 0.748
C -0.071 3.772 -1.977
C -0.558 3.342 -0.593
C -0.392 4.484 0.407
C -1.987 2.836 -0.640
C -3.045 3.737 -0.639
C -4.354 3.298 -0.676
C -4.614 1.938 -0.686
C -3.593 0.991 -0.683
C -4.015 -0.465 -0.593
C -3.749 -1.020 0.805
C -3.465 -1.397 -1.673
C -2.270 1.464 -0.694
N -1.148 0.579 -0.807
C -0.699 0.358 -2.024
C 0.548 -0.278 -2.201
C 1.351 -0.414 -3.331
C 2.604 -0.814 -2.859
C 2.501 -0.931 -1.461
N 1.242 -0.631 -1.060
C 3.639 -1.225 -0.504
C 3.281 -2.327 0.494
C 4.878 -1.661 -1.288
C 3.960 0.063 0.269
H 0.927 4.208 -1.912
H -0.742 4.520 -2.407
H -0.018 2.929 -2.666
H 0.071 2.513 -0.249
H -0.907 5.391 0.083
H 0.665 4.731 0.513
H -0.780 4.207 1.387
H -2.838 4.799 -0.613
H -5.170 4.009 -0.688
H -5.639 1.587 -0.685
H -5.103 -0.442 -0.729
H -2.684 -1.019 1.042
H -4.105 -2.049 0.877
H -4.256 -0.422 1.563
H -2.411 -1.612 -1.530
H -3.604 -0.980 -2.673
H -3.988 -2.353 -1.625
H -1.254 0.712 -2.895
H 1.065 -0.204 -4.348
H 3.482 -1.011 -3.450
H 2.928 -3.226 -0.013
H 2.495 -2.014 1.180
H 4.167 -2.588 1.078
H 4.672 -2.544 -1.894
H 5.682 -1.906 -0.591
H 5.237 -0.869 -1.947
H 3.090 0.384 0.845
H 4.240 0.866 -0.415
H 4.788 -0.108 0.961
Se -0.275 -2.501 1.969
C -0.925 -3.585 0.522
C -0.290 -3.661 -0.719
C -0.804 -4.451 -1.735
C -1.957 -5.196 -1.537
C -2.590 -5.139 -0.302
C -2.082 -4.342 0.711
H 0.611 -3.091 -0.889
H -0.294 -4.480 -2.691
H -2.361 -5.808 -2.332
H -3.491 -5.715 -0.127
H -2.590 -4.293 1.666
C 0.450 0.595 2.149
C 1.365 1.134 3.136
C 2.004 0.270 4.033
C 2.886 0.760 4.979
C 3.157 2.121 5.053
C 2.526 2.987 4.170
C 1.635 2.503 3.227
H 1.796 -0.790 3.968
H 3.371 0.073 5.660
H 3.854 2.501 5.788
H 2.726 4.051 4.218
H 1.139 3.181 2.548
```

Computed properties:
- 2S+1 = 2
- net charge = -1
- E_LUMO (spin up / spin down) (eV) = 2.78 / 2.78
- E_HOMO (spin up / spin down) (Ha) = -0.113 / -0.120

---

Which of them is the most stable, and which is the least stable? i and ii, in that order.

---

i | A cluster of 3 separate species, C2H8NO4 in total, computed with ωB97M-V/def2-TZVPD.

```
15
Properties=species:S:1:pos:R:3
C 0.830 -1.329 2.061
N 0.542 -0.550 0.841
C -0.389 0.656 1.001
O -1.154 0.903 0.064
O -0.342 1.055 2.188
H 0.367 -0.857 2.913
H 1.893 -1.110 2.216
H 0.560 -2.382 1.960
H 0.365 -1.099 0.010
H 1.117 0.741 -2.043
H 0.897 -0.396 -3.041
O 1.244 0.495 -2.973
H -0.698 -0.244 -1.310
H -1.883 -0.779 -2.093
O -0.929 -0.647 -2.178
```

Computed properties:
- 2S+1 = 1
- net charge = -1
- E_LUMO (eV) = 3.88
- E_HOMO (Ha) = -0.167

---

ii | A cluster of 3 separate species, C2H8NO4 in total, computed with ωB97M-V/def2-TZVPD.

```
15
Properties=species:S:1:pos:R:3
C -0.615 0.997 1.968
N -0.512 0.279 0.710
C -0.434 1.073 -0.471
O -0.518 0.426 -1.565
O -0.288 2.302 -0.346
H -1.664 1.279 2.158
H -0.113 1.953 1.986
H -0.333 0.312 2.774
H -0.718 -0.707 0.620
H -1.442 -2.263 -2.026
H -0.518 -1.108 -1.496
O -0.624 -2.095 -1.555
H 2.374 -1.049 0.564
H 2.073 -2.326 1.345
O 2.788 -1.877 0.885
```

Computed properties:
- 2S+1 = 1
- net charge = -1
- E_LUMO (eV) = 3.75
- E_HOMO (Ha) = -0.171

---

Which of them is the most stable, and which is the least stable? ii and i, in that order.

---

i | A cluster of 2 separate species, CH2FNO in total, computed with ωB97M-V/def2-TZVPD.

```
6
Properties=species:S:1:pos:R:3
C -0.409 0.154 0.211
N 0.625 -0.316 -0.561
O -0.025 -1.048 0.611
F -1.679 0.422 0.012
H 0.995 1.624 1.188
H 0.494 -0.835 -1.462
```

Computed properties:
- 2S+1 = 1
- net charge = 0
- E_LUMO (spin up / spin down) (eV) = -0.19 / -0.25
- E_HOMO (spin up / spin down) (Ha) = -0.380 / -0.344

---

ii | A cluster of 2 separate species, CH2FNO in total, computed with ωB97M-V/def2-TZVPD.

```
6
Properties=species:S:1:pos:R:3
C -0.447 0.187 -0.265
N 0.344 0.267 0.829
O -1.153 0.288 0.880
F -0.598 -1.657 -0.961
H -0.319 0.786 -1.256
H 0.808 -0.649 1.243
```

Computed properties:
- 2S+1 = 1
- net charge = 0
- E_LUMO (eV) = -0.21
- E_HOMO (Ha) = -0.421

---

iii | An isolated molecule of CH2FNO, computed with ωB97M-V/def2-TZVPD.

```
6
Properties=species:S:1:pos:R:3
C -0.075 0.726 -0.032
N -0.006 -0.662 -0.064
O 0.868 1.463 0.004
F 1.121 -1.418 0.016
H -1.109 1.132 0.225
H -0.799 -1.242 -0.149
```

Computed properties:
- 2S+1 = 1
- net charge = 0
- SMILES string = O=CNF
- E_LUMO (eV) = 0.80
- E_HOMO (Ha) = -0.387

---

Which of them is the most stable, and which is the least stable? iii and i, in that order.